Record 1
# C6H6O2

A molecular structure, C6H6O2 (ωB97M-V with the def2-TZVPD basis set, the OMol25 dataset).

Geometry as ORCA input:
```
! wB97M-V def2-TZVPD RIJCOSX def2/J DEFGRID3
* xyz 0 1
C -0.021 0.195 1.946
C 0.735 1.252 -1.311
C -0.224 -0.362 0.563
C 0.070 0.048 -0.700
C -0.850 -1.600 0.089
C -0.511 -1.157 -1.300
O -1.403 -2.569 0.542
O -0.674 -1.640 -2.391
H -0.547 -0.380 2.711
H 0.919 1.132 -2.380
H -0.282 1.257 1.973
H 1.053 0.192 2.171
H 1.645 1.507 -0.759
H 0.090 2.126 -1.154
*
```

As for the energy above the lowest of the compared OMol25 structures with the same formula, charge and spin: 61.2 kJ/mol. As for the gap between HOMO and LUMO: 9.41 eV. The highest occupied orbital energy comes out at -9.30 eV. For the maximum force, the calculation gives 0.042 Eh/bohr.

Results of the Mulliken charge analysis, in e, for atoms 1 through 2: -1.14 -1.14



Record 2
# C6H6O2

C6H6O2 in the gas phase (ωB97M-V with the def2-TZVPD basis set, the OMol25 dataset).

Geometry as ORCA input:
```
! wB97M-V def2-TZVPD RIJCOSX def2/J DEFGRID3
* xyz 0 1
O -2.668 0.059 1.639
C -1.301 0.262 1.962
C -0.276 -0.071 0.933
C 0.667 0.880 0.622
O 1.475 1.205 -0.610
C 1.329 -0.027 -1.465
C 0.051 -0.996 -1.236
C -0.816 -0.807 -0.331
H -1.010 1.026 2.798
H 0.810 1.484 1.491
H 1.383 0.355 -2.510
H 2.370 -0.584 -1.076
H -0.149 -1.743 -1.842
H -1.866 -1.043 -0.374
*
```

Its structure (SMILES) is O=CC1=COCC=C1. As for the energy above the lowest of the compared OMol25 structures with the same formula, charge and spin: 496.4 kJ/mol. As for the gap between HOMO and LUMO: 8.53 eV. The highest occupied orbital energy comes out at -8.92 eV. For the maximum force, the calculation gives 0.177 Eh/bohr.

Results of the Mulliken charge analysis, in e, for atoms 1 through 2: -0.52 -0.06



Record 3
# C6H6O2

C6H6O2 in the gas phase (ωB97M-V with the def2-TZVPD basis set, the OMol25 dataset).

Geometry as ORCA input:
```
! wB97M-V def2-TZVPD RIJCOSX def2/J DEFGRID3
* xyz 0 1
C -2.335 -0.861 0.173
C -1.115 -0.303 0.049
O 0.041 -0.991 0.372
C 1.173 -0.199 0.070
C 2.395 -0.786 0.116
C 0.687 1.165 -0.136
O -0.091 1.666 0.889
C -0.752 1.060 -0.261
H -3.194 -0.246 -0.184
H -2.489 -1.917 0.244
H 2.293 -1.872 0.401
H 3.435 -0.314 -0.187
H 1.279 1.811 -0.700
H -1.327 1.789 -0.845
*
```

Its structure (SMILES) is C=C1OC(=C)[C@@H]2O[C@H]12. As for the energy above the lowest of the compared OMol25 structures with the same formula, charge and spin: 231.2 kJ/mol. As for the gap between HOMO and LUMO: 9.68 eV. The highest occupied orbital energy comes out at -8.70 eV. For the maximum force, the calculation gives 0.057 Eh/bohr.

Results of the Mulliken charge analysis, in e, for atoms 1 through 2: -0.93 0.33



Record 4
# C6H6O2PS

2 unconnected molecules or ions with the total composition C6H6O2PS (ωB97M-V with the def2-TZVPD basis set, the OMol25 dataset).

Geometry as ORCA input:
```
! wB97M-V def2-TZVPD RIJCOSX def2/J DEFGRID3
* xyz -1 1
C -1.854 -1.656 -0.958
C -0.682 -1.663 -1.671
C -1.959 -1.254 0.372
C 0.498 -1.131 -0.997
C -0.757 -0.865 1.007
C 0.380 -0.838 0.306
O 2.912 2.439 2.509
O 2.678 2.547 0.041
P 1.896 2.241 1.431
S 0.346 3.541 1.278
H -2.786 -1.746 -1.424
H -0.720 -1.765 -2.713
H -2.873 -1.103 1.031
H 1.378 -0.847 -1.631
H -0.728 -0.701 2.191
H 2.269 2.802 -0.772
*
```

As for the energy above the lowest of the compared OMol25 structures with the same formula, charge and spin: 116.4 kJ/mol. As for the gap between HOMO and LUMO (spin up / spin down): 7.23 / 5.83 eV. The highest occupied orbital energy (spin up / spin down) comes out at -4.07 / -3.22 eV. For the maximum force, the calculation gives 0.083 Eh/bohr.

Results of the Mulliken charge analysis, in e, for atoms 1 through 2: -0.24 -0.56



Record 5
# C6H6O2S3

C6H6O2S3 in the gas phase (ωB97M-V with the def2-TZVPD basis set, the OMol25 dataset).

Geometry as ORCA input:
```
! wB97M-V def2-TZVPD RIJCOSX def2/J DEFGRID3
* xyz 0 1
C 0.759 0.784 2.617
C 0.173 1.136 1.626
C -0.654 1.390 0.483
S -2.183 0.368 0.740
C 0.221 0.956 -0.629
C -0.204 0.133 -1.580
C -0.840 -0.632 -2.405
S -0.538 -2.371 -2.350
S 0.936 -2.006 -0.950
O 1.999 -1.243 -1.528
O 0.504 -1.592 0.326
H 1.246 0.348 3.423
H -1.042 2.552 0.267
H -1.552 -0.830 0.473
H 1.247 1.181 -0.751
H -1.453 -0.318 -3.328
H 1.555 -3.292 -0.894
*
```

Its structure (SMILES) is C#C[C@H](S)C=C=CS[SH](=O)=O. As for the energy above the lowest of the compared OMol25 structures with the same formula, charge and spin: 632.1 kJ/mol. As for the gap between HOMO and LUMO: 8.85 eV. The highest occupied orbital energy comes out at -8.93 eV. For the maximum force, the calculation gives 0.085 Eh/bohr.

Results of the Mulliken charge analysis, in e, for atoms 1 through 2: 0.06 -0.96



Record 6
# C6H6O3

C6H6O3 in the gas phase (ωB97M-V with the def2-TZVPD basis set, the OMol25 dataset).

Geometry as ORCA input:
```
! wB97M-V def2-TZVPD RIJCOSX def2/J DEFGRID3
* xyz 0 1
O 2.285 1.867 0.091
C 1.178 1.470 0.142
C 0.680 0.024 -0.031
C 1.803 -1.021 -0.162
O 2.540 -1.366 0.721
C -0.319 -0.248 0.992
C -1.551 -0.257 0.585
C -1.524 -0.189 -0.925
O -0.267 0.131 -1.357
H 0.310 2.199 0.435
H 1.832 -1.533 -1.184
H -0.157 -0.323 2.060
H -2.582 -0.352 0.910
H -1.904 -1.101 -1.296
H -2.324 0.698 -0.980
*
```

Its structure (SMILES) is O=CC1(C=O)C=CCO1. As for the energy above the lowest of the compared OMol25 structures with the same formula, charge and spin: 271.3 kJ/mol. As for the gap between HOMO and LUMO: 9.98 eV. The highest occupied orbital energy comes out at -9.63 eV. For the maximum force, the calculation gives 0.088 Eh/bohr.

Results of the Mulliken charge analysis, in e, for atoms 1 through 2: -0.41 -0.19



Record 7
# C6H6O3PS2

A molecular structure, C6H6O3PS2 (ωB97M-V with the def2-TZVPD basis set, the OMol25 dataset).

Geometry as ORCA input:
```
! wB97M-V def2-TZVPD RIJCOSX def2/J DEFGRID3
* xyz -1 1
C -0.086 -0.875 -2.605
C 0.894 -1.274 -1.708
C -1.136 0.017 -2.268
C 0.835 -0.838 -0.396
C -1.336 0.342 -0.949
C -0.370 -0.185 -0.050
O 1.846 0.812 1.714
O 0.280 2.693 0.832
O -0.667 0.237 1.228
P 0.512 1.423 1.604
S 0.211 -0.023 4.470
S -0.348 1.708 3.555
H 0.019 -1.283 -3.637
H 1.766 -1.712 -2.092
H -1.803 0.426 -3.029
H 1.408 -1.446 0.296
H -2.113 1.006 -0.569
H 0.087 -1.029 3.603
*
```

As for the gap between HOMO and LUMO: 7.84 eV. The highest occupied orbital energy comes out at -4.67 eV. For the maximum force, the calculation gives 0.054 Eh/bohr.

Results of the Mulliken charge analysis, in e, for atoms 1 through 2: -0.33 -0.53



Record 8
# C6H6O3V

A molecular structure, C6H6O3V (ωB97M-V with the def2-TZVPD basis set, the OMol25 dataset).

Geometry as ORCA input:
```
! wB97M-V def2-TZVPD RIJCOSX def2/J DEFGRID3
* xyz 0 4
C 0.130 -2.387 2.387
C 0.403 -1.094 2.553
C -0.424 -0.051 1.829
C -0.828 1.351 2.281
O -1.587 1.982 1.304
V -2.441 1.735 -0.149
H 1.476 -0.900 2.418
H -1.395 -0.561 1.697
H 0.142 0.124 0.894
H 0.114 1.892 2.507
H -1.404 1.229 3.220
O -0.217 -3.169 1.452
H -1.682 -3.296 0.133
C -1.797 -2.546 -0.815
C -2.221 -1.446 -1.210
O -2.533 -0.240 -1.099
*
```

As for the energy above the lowest of the compared OMol25 structures with the same formula, charge and spin: 230.6 kJ/mol. As for the gap between HOMO and LUMO (spin up / spin down): 6.72 / 6.41 eV. The highest occupied orbital energy (spin up / spin down) comes out at -7.45 / -7.51 eV. As for the expectation value of S²: 3.76. For the maximum force, the calculation gives 0.154 Eh/bohr.

Results of the Mulliken charge analysis, in e, for atoms 1 through 2: 0.39 -0.62